A molecular structure, C28H22BeCl5N3, computed with wB97M-V/def2-TZVPD.

Cartesian coordinates (Å):
Cl1 -0.2278 0.6866 3.0136
Cl2 0.1233 2.3721 -2.0448
Cl3 -0.0341 5.3438 -1.0931
Cl4 -0.3991 3.6625 4.0252
Cl5 -0.3033 5.9892 1.9438
N1 -2.4153 -2.9724 -0.3156
N2 -0.1240 -2.9046 -0.2727
N3 -1.3297 -0.9259 -0.0124
C1 -3.2205 0.1016 -1.1685
C2 -1.7141 -4.2201 2.2068
C3 2.2252 -3.3591 -0.2291
C4 -1.2806 -2.2325 -0.1860
C5 -0.2181 4.3534 1.4132
C6 -0.1012 1.6678 0.5362
C7 -2.5129 -7.1552 -0.0729
C8 1.4136 -1.0450 0.0664
C9 -5.0849 0.9530 0.1241
C10 -2.6246 -0.3135 0.0256
C11 -0.0403 2.7309 -0.3499
C12 -2.8345 -5.1382 -1.3194
C13 -0.2655 3.3179 2.3473
C14 -2.8774 -6.5208 -1.2506
C15 3.7969 -1.5532 0.0981
C16 2.7529 -0.6517 0.1845
C17 1.9363 -4.8200 -0.4480
C18 1.1991 -2.4058 -0.1402
C19 -2.5478 -0.1462 -2.4883
C20 -4.4561 0.7381 -1.0924
C21 3.5263 -2.9020 -0.1068
C22 -2.0979 -5.0170 0.9922
C23 -4.4848 0.5266 1.2992
C24 -2.4471 -4.3948 -0.2117
C25 -0.1001 4.0627 0.0543
C26 -2.1286 -6.4083 1.0302
C27 -0.2025 2.0139 1.8734
C28 -3.2538 -0.1077 1.2478
Be1 0.0385 -0.0484 0.2275
H1 -3.0931 -4.6176 -2.2328
H2 2.8610 -5.3939 -0.4610
H3 -4.9658 0.6947 2.2537
H4 4.8224 -1.2189 0.1927
H5 4.3409 -3.6142 -0.1710
H6 -2.5338 -8.2351 -0.0084
H7 -4.9269 1.0764 -2.0076
H8 -0.2154 -3.8909 -0.4600
H9 -2.7529 -0.4286 2.1519
H10 -1.5286 0.2394 -2.4912
H11 -2.3311 -3.3264 2.3056
H12 -3.1837 -7.0968 -2.1132
H13 -0.6735 -3.8894 2.1581
H14 2.9798 0.3967 0.3471
H15 1.3058 -5.2394 0.3431
H16 -6.0416 1.4577 0.1536
H17 -1.8613 -6.9103 1.9521
H18 -2.4905 -1.2159 -2.7078
H19 -3.0988 0.3331 -3.2960
H20 -1.8325 -4.8208 3.1069
H21 -3.2825 -2.4562 -0.3099
H22 1.4315 -5.0014 -1.4027

Forces on atoms 1 to 6 (eV/Å):
Cl 0.004 0.027 0.110
Cl 0.039 0.000 -0.052
Cl 0.004 0.002 -0.016
Cl -0.004 -0.015 0.045
Cl 0.004 -0.008 -0.012
N -0.019 0.017 0.006

Output
Net charge: 0
Spin multiplicity: 1
HOMO, Eh: -0.3062



A molecular structure, C28H22I2N2O2Y, computed with wB97M-V/def2-TZVPD.

Cartesian coordinates (Å):
I1 1.1774 -2.7185 3.9716
I2 -4.6527 -3.9630 4.7078
Y1 -0.3117 -0.6512 0.4612
O1 -2.8217 0.6597 2.8777
O2 0.1226 -2.6111 0.9629
N1 -2.4677 -1.5312 -0.5808
N2 -0.1322 -0.8237 -1.9835
C1 1.2881 -1.1499 -3.8794
C2 -0.7099 -3.0491 3.1680
C3 -1.0266 -1.7269 -3.9949
C4 1.0711 -0.7613 -2.5736
C5 4.3274 -0.0424 0.8346
C6 0.6074 1.9594 2.7810
C7 -2.1720 -3.1465 1.2464
C8 0.4038 1.5835 4.1131
C9 0.7956 0.9116 1.7692
C10 0.3106 4.2667 3.4310
C11 -1.1733 -1.2988 -2.6861
C12 0.1068 3.8862 4.7497
C13 3.7799 1.5554 2.5497
C14 -0.8818 -2.9535 1.7782
C15 -1.7811 -3.3411 3.9965
C16 6.0801 1.1034 2.0043
C17 -3.2406 -3.4348 2.0880
C18 0.1613 2.5411 5.0871
C19 1.9416 0.3784 1.3261
C20 -2.5349 -1.2887 -2.0293
C21 5.6777 0.1890 1.0430
C22 5.1296 1.7813 2.7580
C23 3.3668 0.6410 1.5765
C24 0.2157 -1.6465 -4.6022
C25 -3.0471 -3.5341 3.4559
C26 -2.1634 0.1978 2.1013
C27 0.5579 3.3131 2.4525
C28 -2.3722 -2.9835 -0.2328
H1 2.2757 -1.0713 -4.3095
H2 1.8503 -0.4594 0.5688
H3 7.1336 1.2849 2.1700
H4 0.4695 0.5361 4.3877
H5 4.0144 -0.7706 0.0934
H6 1.8854 -0.3763 -1.9703
H7 0.7295 3.6212 1.4277
H8 0.3450 -1.9718 -5.6256
H9 -1.6293 -3.4139 5.0646
H10 -4.2262 -3.5931 1.6665
H11 -1.8816 -2.1161 -4.5308
H12 0.0121 2.2306 6.1135
H13 -1.5167 -3.3902 -0.7752
H14 0.2808 5.3142 3.1605
H15 -3.1818 -2.0146 -2.5298
H16 6.4155 -0.3469 0.4609
H17 -0.0889 4.6333 5.5069
H18 5.4437 2.4899 3.5127
H19 -3.3281 -1.1870 -0.1659
H20 -2.9773 -0.3020 -2.1888
H21 -3.2715 -3.5037 -0.5717
H22 3.0448 2.0827 3.1401

Forces on atoms 1 to 6 (eV/Å):
I 0.033 -0.008 0.007
I -0.008 -0.002 0.002
Y -0.392 0.295 -0.139
O -0.020 -0.079 0.021
O 0.206 -0.462 0.121
N 0.128 -0.009 0.029

Output
Net charge: +1
Spin multiplicity: 1
HOMO, Eh: -0.3841



A molecular structure, C28H22N3O6Sr, computed with wB97M-V/def2-TZVPD.

Cartesian coordinates (Å):
Sr1 -0.8579 0.1555 1.0388
O1 -5.1380 0.6168 -0.9565
O2 -0.4832 2.0788 2.4807
O3 -0.4986 -2.2307 1.5879
O4 1.4103 -1.3722 -2.6456
O5 -3.5687 0.3273 0.5695
O6 0.9127 -0.1675 -0.8104
N1 1.1523 -0.3733 2.4563
N2 -1.7483 -0.2774 -1.3472
N3 1.6542 -1.6661 2.2690
C1 0.7306 -2.4856 1.8154
C2 -3.9178 0.2047 -0.5794
C3 0.6237 2.6170 2.8593
C4 1.2335 -3.8633 1.4850
C5 -3.0355 -0.3907 -1.6448
C6 0.4052 -4.7214 0.7705
C7 0.8345 -5.9972 0.4303
C8 -1.2901 -1.4980 -3.4088
C9 1.8128 4.6745 3.4902
C10 1.8566 1.9071 3.0366
C11 2.9256 -5.5798 1.5320
C12 -1.4614 2.3617 -3.4267
C13 -0.8509 -0.8439 -2.2264
C14 0.6659 4.0194 3.1088
C15 -3.5552 -1.0050 -2.7652
C16 -1.2042 3.1643 -0.7767
C17 0.5130 -0.7452 -1.8317
C18 -2.6210 -1.5725 -3.6858
C19 3.0104 3.9724 3.6572
C20 2.0402 0.4706 2.8259
C21 -2.5845 2.7543 -2.7040
C22 -0.2108 2.3732 -2.8422
C23 3.0024 2.6118 3.4289
C24 2.0955 -6.4313 0.8116
C25 -0.0413 2.7852 -1.5003
C26 -2.4466 3.1505 -1.3726
C27 2.5001 -4.3034 1.8641
C28 1.2128 2.8432 -0.8727
H1 -3.5619 2.7395 -3.1713
H2 0.6573 2.0540 -3.4072
H3 2.4318 -7.4277 0.5505
H4 -0.5768 -4.3641 0.4907
H5 -2.9736 -2.0760 -4.5765
H6 -0.5483 -1.9339 -4.0634
H7 3.0579 0.0989 2.9768
H8 -4.6205 -1.1393 -2.9024
H9 1.2696 3.1420 0.1667
H10 -0.2676 4.5559 2.9816
H11 -1.5717 2.0272 -4.4511
H12 3.1356 -3.6248 2.4156
H13 1.7837 5.7455 3.6612
H14 -5.1964 0.5327 -1.9188
H15 0.1828 -6.6543 -0.1333
H16 2.1283 2.5373 -1.3574
H17 3.9190 4.4786 3.9561
H18 2.2569 -1.2816 -2.1877
H19 -3.3208 3.4381 -0.8005
H20 -1.0961 3.4563 0.2632
H21 3.9214 2.0465 3.5515
H22 3.9108 -5.9144 1.8351

Forces on atoms 1 to 6 (eV/Å):
Sr -0.190 0.114 0.232
O -0.024 -0.024 -0.049
O 0.075 -0.290 -0.281
O 0.012 0.109 -0.125
O 0.072 0.109 -0.063
O -0.011 0.053 0.001

Output
Net charge: -1
Spin multiplicity: 1
HOMO (spin up / spin down), Eh: -0.1536 / -0.1161



A molecular structure, C28H23AuBrClF6IN3O3, computed with wB97M-V/def2-TZVPD.

Cartesian coordinates (Å):
Au1 -0.6081 -0.5835 -0.0815
I1 8.0879 2.2662 0.0834
Br1 -2.5474 -1.6609 -5.5333
Cl1 2.9246 5.0515 -1.5078
F1 -3.7011 -3.0719 -2.2708
F2 -1.8919 -3.3740 1.4406
F3 -3.1830 -4.6159 0.2355
F4 -1.5024 -3.6000 -0.6707
F5 -4.9597 -1.4404 -1.6154
F6 -5.3059 -3.4286 -0.8586
O1 -2.6222 -1.1521 -0.4650
O2 1.3305 0.3861 0.1180
O3 2.2371 -1.6594 0.0937
N1 -0.5564 -1.0642 6.2130
N2 -0.6395 -0.7186 2.0826
N3 -0.3386 -0.5191 -2.2915
C1 -4.3428 -2.5581 -1.2026
C2 1.4291 4.2174 -1.2380
C3 -3.3646 -2.2219 -0.0457
C4 0.9107 4.1449 0.0521
C5 0.3054 -1.4487 2.6874
C6 -0.5931 -0.9649 4.8542
C7 -1.1524 -0.9936 -4.4584
C8 0.0158 -0.5187 -5.0277
C9 -2.4832 -3.4687 0.2306
C10 3.8137 1.6054 0.1102
C11 2.3285 -0.4317 0.1230
C12 -1.5506 -0.1027 2.8385
C13 5.0678 2.1972 0.0959
C14 -0.9572 2.8288 -0.7858
C15 -0.4078 2.9423 -2.0851
C16 -4.2041 -1.9193 1.1991
C17 0.7920 -0.0489 -2.8210
C18 3.6855 0.2219 0.1319
C19 6.1923 1.3861 0.1090
C20 -2.1339 2.1056 -0.5481
C21 4.8241 -0.5746 0.1393
C22 -0.2601 3.4575 0.2737
C23 -1.3046 -0.9828 -3.0837
C24 -1.5681 -0.1924 4.2095
C25 0.3624 -1.5987 4.0522
C26 1.0052 -0.0348 -4.1879
C27 6.0842 0.0026 0.1311
C28 0.7697 3.6202 -2.3077
H1 -2.2957 0.4787 2.3110
H2 -0.9280 2.4792 -2.9152
H3 -1.3546 -0.7703 6.7464
H4 -0.6575 3.3839 1.2784
H5 4.7054 -1.6496 0.1494
H6 -2.1969 -1.3338 -2.5876
H7 1.9337 0.3496 -4.5849
H8 -2.3277 0.3292 4.7759
H9 2.9178 2.2113 0.0978
H10 0.1451 -0.5272 -6.1014
H11 -4.9078 -1.1242 0.9577
H12 1.4362 4.6238 0.8676
H13 1.1431 -2.2033 4.4937
H14 5.1651 3.2734 0.0661
H15 1.1868 3.6960 -3.3030
H16 -2.5274 2.0067 0.4539
H17 -3.5405 -1.5753 1.9874
H18 6.9711 -0.6156 0.1375
H19 0.0260 -1.7654 6.6345
H20 1.5210 0.3362 -2.1245
H21 -2.6804 1.6241 -1.3462
H22 -4.7532 -2.7917 1.5531
H23 1.0307 -1.9202 2.0345

Forces on atoms 1 to 6 (eV/Å):
Au 0.238 0.072 -0.065
I -0.004 -0.004 0.003
Br -0.010 0.002 -0.008
Cl 0.021 0.017 -0.020
F -0.057 0.001 0.034
F 0.031 0.036 -0.037

Output
Net charge: 0
Spin multiplicity: 3
HOMO (spin up / spin down), Eh: -0.2712 / -0.3194



We obtain total energy values of -96880.771 -53708.774 -46988.925 -150685.220 eV for the records listed above, in that order.